(1)
Computed, not measured: a structure of composition C29H25CoF6N3O6PS2, with the ωB97M-V functional and the def2-TZVPD basis.

The calculation puts the LUMO energy (spin up / spin down) at 2.506 / 2.505 eV. The HOMO energy (spin up / spin down) comes out at -4.0 / -4.9 eV.

Geometry as ORCA input:
```
! RIJCOSX wB97M-V def2-TZVPD def2/J DEFGRID3
* xyz -1 4
Co 1.7219 -0.3203 -0.6324
F 0.6187 -5.1041 -1.0042
C 1.0064 -4.8513 -2.2536
F 1.7329 -5.8718 -2.7066
F -0.0728 -4.7058 -3.0201
S 1.9910 -3.3119 -2.3329
O 1.1705 -2.3357 -1.6377
O 2.2195 -3.1338 -3.7314
N 3.3000 -3.7340 -1.5506
S 3.7853 -2.9308 -0.2717
O 5.0819 -3.3733 0.1264
O 3.5797 -1.4999 -0.4317
C 2.7661 -3.5877 1.1415
F 3.2659 -3.1050 2.2782
F 2.9318 -4.9227 1.1283
F 1.4753 -3.3238 1.0777
C -3.1958 2.7244 -0.0556
C -1.8331 3.3680 -0.2045
C -1.7880 4.7566 -0.0609
C -0.6096 5.4773 -0.1637
C 0.5735 4.8059 -0.4249
C 0.5559 3.4273 -0.5615
C -0.6284 2.6855 -0.4526
P -0.3770 0.8855 -0.7821
C -1.7192 0.0401 0.1454
C -1.8888 0.5431 1.4411
C -2.7478 -0.0457 2.3518
C -3.4528 -1.1796 1.9782
C -3.2527 -1.7196 0.7177
C -2.3806 -1.1494 -0.2140
C -2.1701 -1.8721 -1.5258
C -0.6221 0.7744 -2.5758
C -1.8479 0.9282 -3.2264
C -1.9900 0.5751 -4.5555
C -0.8916 0.0312 -5.2238
C 0.3399 -0.0703 -4.6031
C 0.5378 0.3666 -3.2799
C 1.8656 0.3876 -2.6376
H -3.9563 3.3733 -0.4942
H -3.4449 2.5824 0.9990
H -3.2613 1.7476 -0.5235
H -2.7190 5.2819 0.1325
H -0.6203 6.5550 -0.0428
H 1.5089 5.3459 -0.5124
H 1.4839 2.9043 -0.7443
H -1.3212 1.4205 1.7402
H -2.8550 0.3694 3.3481
H -4.1380 -1.6548 2.6705
H -3.7737 -2.6307 0.4412
H -2.6552 -2.8494 -1.4928
H -1.1101 -2.0240 -1.7249
H -2.5776 -1.3200 -2.3730
H -2.7115 1.2860 -2.6782
H -2.9449 0.6754 -5.0564
H -1.0016 -0.2950 -6.2532
H 1.1872 -0.4813 -5.1411
H 2.1846 1.4047 -2.3855
H 2.6329 -0.1171 -3.2263
O 2.7182 1.2527 0.3607
N 2.4931 1.4030 1.5921
N 1.8243 0.4371 2.0984
O 1.4476 -0.6504 1.4585
C 1.5059 0.5218 3.4953
C 1.3464 1.7526 4.1155
C 1.0441 1.7924 5.4687
C 0.8929 0.6160 6.1928
C 1.0378 -0.6067 5.5512
C 1.3411 -0.6596 4.1979
H 1.4558 2.6615 3.5387
H 0.9174 2.7515 5.9562
H 0.6520 0.6545 7.2487
H 0.9183 -1.5296 6.1061
H 1.4471 -1.5989 3.6707
*
```

---

(2)
Computed, not measured: a cluster of 4 separate species, C21H49NO7 in total, with the ωB97M-V functional and the def2-TZVPD basis.

The calculation puts the LUMO energy at 0.665 eV. As for the structure (SMILES): CC1(C)CCCC(C)(C)N1O.COCCOC.COCCOC.COCCOC. The HOMO energy comes out at -8.2 eV.

Geometry as ORCA input:
```
! RIJCOSX wB97M-V def2-TZVPD def2/J DEFGRID3
* xyz 0 1
C -0.8281 4.5838 3.7660
C -1.2273 3.1948 3.2700
C -0.0411 2.6115 2.4713
C -1.4847 2.3177 4.5035
C -2.2253 1.0271 4.1728
C -3.4971 1.2593 3.3594
C -3.2985 2.1436 2.1456
C -2.7474 1.3295 0.9532
C -4.6499 2.7295 1.7408
N -2.4513 3.2803 2.5089
O -2.2681 4.1370 1.3901
H -1.6911 5.2610 3.7483
H -0.5208 4.5703 4.8118
H -0.0591 5.0598 3.1596
H 0.7905 2.3301 3.1234
H -0.3284 1.7128 1.9270
H 0.3587 3.3280 1.7519
H -0.5336 2.0269 4.9526
H -2.0445 2.9122 5.2316
H -1.5621 0.3879 3.5840
H -2.4698 0.5070 5.0998
H -4.2609 1.6927 4.0124
H -3.8337 0.2643 3.0569
H -3.5434 0.7249 0.5155
H -1.9766 0.6094 1.2446
H -2.2970 2.0038 0.2264
H -5.4084 1.9504 1.6321
H -4.5989 3.2409 0.7777
H -4.9948 3.4512 2.4842
H -2.7386 4.9422 1.6283
C -0.0932 -1.5288 1.7194
O -1.0456 -2.0536 0.8324
C -2.0292 -2.9211 1.3822
C -1.5067 -4.1814 2.0331
O -0.7829 -3.8952 3.1951
C -0.4348 -5.0677 3.8959
H -0.5057 -1.2357 2.6870
H 0.3164 -0.6361 1.2364
H 0.7469 -2.2093 1.8805
H -2.6739 -3.1566 0.5405
H -2.6341 -2.3469 2.1047
H -0.9859 -4.7836 1.2743
H -2.3829 -4.8017 2.3061
H 0.0893 -5.7886 3.2618
H -1.3460 -5.5354 4.2938
H 0.2020 -4.7626 4.7237
C -2.4090 -6.1864 -5.1442
O -2.5068 -5.8210 -3.7991
C -1.3448 -6.1348 -3.0499
C -1.2999 -5.2557 -1.8287
O -2.0938 -5.7352 -0.7700
C -3.4496 -5.3506 -0.8306
H -2.3844 -7.2812 -5.2726
H -1.5022 -5.7740 -5.6038
H -3.2946 -5.8251 -5.6609
H -0.4530 -5.9783 -3.6750
H -1.3798 -7.1912 -2.7591
H -1.5604 -4.2265 -2.1001
H -0.2761 -5.2022 -1.4428
H -3.8516 -5.2350 0.1782
H -4.0432 -6.0610 -1.4085
H -3.5683 -4.3551 -1.2804
C -2.1106 -6.4448 8.8755
O -1.0008 -5.5851 8.9533
C -0.4928 -5.2504 7.6805
C 0.5334 -4.1412 7.8116
O 1.7957 -4.6952 8.0755
C 2.8668 -3.8222 7.7641
H -3.0319 -5.8917 8.6431
H -2.2672 -6.8668 9.8690
H -1.9434 -7.2347 8.1391
H -1.3208 -4.9281 7.0301
H -0.0292 -6.1259 7.2042
H 0.2124 -3.4884 8.6324
H 0.5694 -3.5733 6.8723
H 2.7808 -2.8670 8.2951
H 2.9148 -3.6227 6.6881
H 3.7702 -4.3241 8.0998
*
```

---

(3)
Computed, not measured: a structure of composition C3H4LiO3Sr, with the ωB97M-V functional and the def2-TZVPD basis.

The calculation puts the LUMO energy at -4.705 eV. The HOMO energy comes out at -10.5 eV.

Geometry as ORCA input:
```
! RIJCOSX wB97M-V def2-TZVPD def2/J DEFGRID3
* xyz 1 1
O 1.2251 0.7198 -0.3407
C 0.9416 -0.2949 0.4712
C 0.2170 1.5388 -0.8944
O 1.8566 -1.0239 0.8589
O -0.2846 -0.5711 0.7482
C -0.5626 1.0645 -1.9610
H 0.3513 2.5969 -0.6632
H -1.0248 1.9500 0.2264
H -0.1771 0.2428 -2.5733
H -1.2274 1.8146 -2.4029
Sr -2.2119 -0.0166 -0.0917
Li 0.5253 -2.1656 1.7654
*
```

---

(4)
Computed, not measured: an isolated molecule of C6H10BrFNO3P, with the ωB97M-V functional and the def2-TZVPD basis.

The calculation puts the LUMO energy at 0.397 eV. As for the structure (SMILES): CCOP(=O)(OCC)[C@@](F)(Br)C#N. The HOMO energy comes out at -10.8 eV.

Geometry as ORCA input:
```
! RIJCOSX wB97M-V def2-TZVPD def2/J DEFGRID3
* xyz 0 1
C -2.3165 -1.4092 -0.3636
C -1.6741 -0.4814 -1.4054
O -1.1428 0.7211 -0.7499
P 0.1773 1.4361 -1.3775
O 1.0548 0.7033 -2.2527
O 0.8984 2.1939 -0.2052
C 2.0652 1.8041 0.5904
C 1.8346 0.4595 1.2152
C -0.5634 2.9636 -2.1908
F -1.2947 2.5277 -3.2762
Br -1.6966 3.9330 -0.9972
C 0.6175 3.9420 -2.8138
N 1.5829 4.5454 -2.8904
H -2.8999 -0.7605 0.2883
H -2.6767 -2.2813 -0.9182
H -1.4127 -1.8654 0.3153
H -2.5395 -0.0276 -1.9937
H -0.7982 -0.9461 -1.8509
H 2.7865 1.8649 -0.2651
H 2.3572 2.5304 1.3060
H 2.5845 -0.2103 1.0357
H 1.6529 0.5788 2.2557
H 0.9699 0.0082 0.8883
*
```

---

(5)
Computed, not measured: a structure of composition C59H49AsFN4O5RbS2Si, with the ωB97M-V functional and the def2-TZVPD basis.

The calculation puts the LUMO energy at 3.531 eV. The HOMO energy comes out at -1.1 eV.

Geometry as ORCA input:
```
! RIJCOSX wB97M-V def2-TZVPD def2/J DEFGRID3
* xyz -2 1
Rb 0.8129 0.9504 0.1021
C -1.5429 -5.9714 2.0869
C -1.7728 -6.0502 0.5837
C -1.1231 -7.2957 0.0074
C -1.3606 -7.3846 -1.4882
C -0.8506 -6.1406 -2.1628
C -0.4022 -6.1607 -3.4605
C 0.0841 -5.0014 -4.0548
F 0.5095 -5.0752 -5.3436
C 0.1462 -3.8226 -3.3772
C -0.3048 -3.7779 -2.0575
C -0.2477 -2.4673 -1.3451
O 0.3016 -1.5019 -1.8567
C -0.8531 -2.4746 -0.0309
C -1.2745 -3.6372 0.4979
N -1.2545 -4.8586 -0.1219
C -0.8066 -4.9272 -1.4408
C -0.9024 -1.2219 0.8163
O -1.5302 -0.2420 0.3254
O -0.2818 -1.2651 1.8856
H -1.7433 -6.9539 2.5191
H -2.1975 -5.2579 2.5842
H -0.5116 -5.6928 2.3118
H -2.8527 -6.1191 0.3960
H -1.5291 -8.1676 0.5233
H -0.0482 -7.2565 0.2166
H -2.4337 -7.5034 -1.6755
H -0.8651 -8.2586 -1.9142
H -0.4141 -7.0839 -4.0291
H 0.5284 -2.9126 -3.8221
H -1.6376 -3.6391 1.5144
C 2.3457 -4.7744 3.5879
C 2.0553 -4.5803 2.2400
C 2.4417 -3.4072 1.6079
C 3.1628 -2.3968 2.2630
C 3.4414 -2.6197 3.6156
C 3.0338 -3.7806 4.2730
Si 3.6141 -0.8396 1.2106
C 4.5254 0.2470 2.5249
C 5.9065 0.4524 2.6377
C 6.4493 1.3336 3.5719
C 5.6225 2.0378 4.4381
C 4.2459 1.8527 4.3545
C 3.7172 0.9795 3.4118
C 5.1345 -1.5653 0.2403
C 5.6358 -2.8719 0.3250
C 6.6983 -3.3149 -0.4620
C 7.3187 -2.4542 -1.3578
C 6.8547 -1.1462 -1.4583
C 5.7805 -0.7261 -0.6826
H 2.0341 -5.6810 4.0958
H 1.5190 -5.3415 1.6803
H 2.1704 -3.2591 0.5644
H 3.9896 -1.8666 4.1746
H 3.2612 -3.9098 5.3263
H 6.5809 -0.0876 1.9793
H 7.5250 1.4708 3.6207
H 6.0413 2.7317 5.1586
H 3.5790 2.4095 5.0041
H 2.6356 0.8828 3.3448
H 5.1865 -3.5675 1.0269
H 7.0465 -4.3387 -0.3677
H 8.1461 -2.7951 -1.9704
H 7.3210 -0.4562 -2.1538
H 5.4195 0.2928 -0.7999
C -3.8636 4.9846 -4.4524
C -2.5055 4.8275 -4.2186
C -2.0589 3.8652 -3.3161
C -2.9634 3.0452 -2.6427
C -4.3260 3.2114 -2.8859
C -4.7742 4.1731 -3.7819
As -2.1682 1.7168 -1.4042
C -3.5467 1.7589 -0.0184
C -4.8329 1.2354 -0.1094
C -5.7167 1.3462 0.9589
C -5.3208 1.9837 2.1289
C -4.0337 2.4958 2.2312
C -3.1483 2.3743 1.1676
C -2.6776 0.1389 -2.4722
C -3.3002 -0.9809 -1.9278
C -3.5050 -2.1204 -2.6999
C -3.0792 -2.1624 -4.0211
C -2.4540 -1.0490 -4.5696
C -2.2604 0.0931 -3.8009
H -4.2149 5.7388 -5.1470
H -1.7850 5.4615 -4.7218
H -0.9988 3.7671 -3.1102
H -5.0506 2.5941 -2.3709
H -5.8383 4.2887 -3.9551
H -5.1484 0.7191 -1.0083
H -6.7130 0.9263 0.8770
H -6.0079 2.0647 2.9632
H -3.7008 2.9683 3.1473
H -2.1286 2.7300 1.2807
H -3.5697 -0.9816 -0.8805
H -3.9728 -2.9905 -2.2519
H -3.2169 -3.0604 -4.6126
H -2.1016 -1.0733 -5.5941
H -1.7597 0.9473 -4.2422
N -2.8283 9.0374 -0.3778
C -1.9410 7.9415 -0.3825
C -2.4317 6.6371 -0.3679
C -1.5596 5.5655 -0.4013
C -0.1839 5.7750 -0.4604
C 0.3060 7.0711 -0.4754
C -0.5676 8.1495 -0.4421
S 0.9390 4.4038 -0.4613
O 0.6387 3.6011 -1.6339
O 2.2452 5.0232 -0.4012
N 0.5877 3.5068 0.7711
C 0.6063 3.9320 2.0673
S 0.8329 5.5961 2.6063
C 0.6396 5.0892 4.2354
C 0.4209 3.7551 4.2610
N 0.3927 3.0994 3.0562
H -3.7266 8.8216 0.0276
H -2.4400 9.8640 0.0505
H -3.5013 6.4608 -0.3284
H -1.9506 4.5550 -0.3704
H 1.3775 7.2224 -0.4998
H -0.1813 9.1640 -0.4553
H 0.7095 5.7748 5.0634
H 0.2762 3.1775 5.1645
*
```

---

(6)
Computed, not measured: a cluster of 13 separate species, C38H63BCl14N5O8 in total, with the ωB97M-V functional and the def2-TZVPD basis.

The calculation puts the LUMO energy at 1.496 eV. The HOMO energy comes out at -8.0 eV.

Geometry as ORCA input:
```
! RIJCOSX wB97M-V def2-TZVPD def2/J DEFGRID3
* xyz -1 1
O -1.9857 3.2347 -3.2385
C -1.3180 2.7390 -2.3482
O -1.6188 1.7657 -1.5860
B -0.5039 1.4670 -0.6409
O 0.5417 2.4921 -0.9565
C 0.1098 3.2657 -1.9634
O 0.7301 4.1952 -2.5083
O 0.0727 0.1171 -0.7959
C 0.1856 -0.5047 0.3418
O 0.7718 -1.5874 0.4548
C -0.5582 0.4001 1.3681
O -0.9493 1.5019 0.7503
O -0.7055 0.1458 2.5568
C -3.2489 4.0125 7.3152
C -2.3137 2.8204 6.9684
C -2.3757 1.6866 8.0360
C -1.9815 2.1194 9.3899
N -1.7012 2.4347 10.5129
H -4.3201 3.8109 7.3282
H -3.1649 4.8389 6.6094
H -2.9139 4.5411 8.2076
H -1.2743 3.1355 6.8756
H -2.5035 2.4787 5.9509
H -1.7536 0.8650 7.6809
H -3.3908 1.3113 8.1654
C -2.2007 3.2266 -8.8919
C -1.2907 4.3504 -9.5794
C 0.0370 4.6130 -8.8454
C 0.9526 3.4751 -8.9440
N 1.7052 2.5605 -8.9530
H -3.1875 3.2984 -9.3494
H -2.4040 3.5016 -7.8569
H -1.8164 2.2113 -8.9900
H -1.8251 5.3003 -9.5680
H -1.0672 4.0612 -10.6064
H -0.1619 4.8395 -7.7979
H 0.5779 5.4524 -9.2824
C -3.5626 -7.4294 3.2428
C -3.4690 -5.9762 2.8088
C -2.3784 -5.1705 3.5499
C -1.1395 -5.8783 3.5976
N -0.1375 -6.5057 3.6529
H -4.3268 -7.9432 2.6596
H -3.7543 -7.3649 4.3138
H -2.6709 -8.0327 3.0725
H -4.4186 -5.4655 2.9688
H -3.4292 -6.0009 1.7198
H -2.6382 -5.0040 4.5953
H -2.1330 -4.2295 3.0576
C 7.1828 -5.9723 -1.8115
C 7.2228 -4.9589 -0.6320
C 5.9468 -4.7950 0.2354
C 5.6209 -5.8966 1.1523
N 5.3367 -6.7862 1.8809
H 8.1738 -5.9979 -2.2646
H 6.3272 -5.8775 -2.4803
H 7.1380 -6.9639 -1.3612
H 7.4208 -3.9948 -1.1002
H 8.0113 -5.3568 0.0069
H 5.0611 -4.6815 -0.3897
H 6.0548 -3.8961 0.8425
C 2.0052 -2.4148 7.2193
C 2.9245 -1.2156 7.0575
C 4.3899 -1.5257 7.2787
C 4.9423 -2.5692 6.4522
N 5.3716 -3.4426 5.8149
H 1.8741 -2.8298 8.2186
H 2.2317 -3.1988 6.4968
H 0.9620 -2.1369 7.0688
H 2.5181 -0.3810 7.6289
H 2.8090 -0.8811 6.0265
H 4.5991 -1.6162 8.3446
H 4.9397 -0.6373 6.9679
Cl -5.4636 -0.8078 3.0550
C -5.8753 0.0952 1.5725
C -6.4082 -0.8309 0.4276
Cl -5.1813 -2.0072 -0.1754
H -4.9944 0.6071 1.1849
H -6.6262 0.8398 1.8364
H -6.8155 -0.3508 -0.4622
H -7.2356 -1.4669 0.7423
Cl -8.3294 4.5973 -5.1966
C -7.2335 3.4225 -4.4516
C -7.1991 3.4936 -2.9515
Cl -8.7043 2.8625 -2.2589
H -6.2504 3.5804 -4.8949
H -7.5072 2.4120 -4.7552
H -7.1780 4.4867 -2.5026
H -6.3359 3.0055 -2.4989
Cl -4.9949 -1.8022 -6.9036
C -4.2425 -2.4127 -5.3913
C -3.1153 -1.4049 -4.9207
Cl -1.7238 -1.5494 -6.0711
H -3.9576 -3.4312 -5.6550
H -5.0057 -2.6738 -4.6582
H -2.7538 -1.6178 -3.9147
H -3.3478 -0.3410 -4.8733
Cl 3.8442 10.8684 -1.2724
C 2.7960 9.5219 -0.8426
C 3.3811 8.6133 0.2438
Cl 3.6462 9.3990 1.8561
H 2.4726 9.0195 -1.7542
H 1.9764 10.0023 -0.3082
H 4.3827 8.3450 -0.0922
H 2.7264 7.7449 0.3161
Cl 4.4919 1.4999 3.2573
C 3.5864 3.0535 3.2563
C 4.5647 4.2300 3.3986
Cl 5.5726 4.2934 1.9137
H 2.8514 3.0652 4.0612
H 2.9717 3.0418 2.3563
H 5.1882 4.0910 4.2818
H 4.0298 5.1654 3.5633
Cl 6.3398 1.0978 -2.3715
C 4.8455 1.0830 -3.3028
C 4.0980 -0.3154 -3.4475
Cl 5.1184 -1.6189 -4.2462
H 5.0635 1.4071 -4.3204
H 4.1287 1.8027 -2.9074
H 3.1323 -0.2536 -3.9492
H 3.8983 -0.6749 -2.4381
Cl -0.3117 -6.5664 -1.4506
C 0.0919 -5.7459 -2.9610
C 0.5876 -6.6989 -4.0324
Cl 2.2014 -7.3293 -3.5453
H 0.8054 -4.9396 -2.7910
H -0.8499 -5.3243 -3.3121
H 0.6890 -6.1285 -4.9557
H 0.0032 -7.6056 -4.1890
*
```

---

So what do the calculations give for calculated total energy? Going down the list: -132124.5755 -38389.3498 -10352.2895 -96064.9405 -171939.6147 -240254.9969 eV.
So what do the calculations give for F_max? Going down the list: 0.805 1.337 2.076 4.654 1.231 5.538 eV Å⁻¹.
So what do the calculations give for ΔE to the lowest compared entry with this formula, charge and spin? Going down the list: 0.389 0.000 0.719 0.654 0.740 3.388 eV.